(1)
Entry from OMol25: a cluster of 7 separate species, C29H49F5O17S in total in a non-equilibrium geometry (ωB97M-V/def2-TZVPD).

Element x y z (Å)
C1 3.028 -0.777 0.864
C2 2.872 0.223 0.170
O1 2.198 1.318 -0.420
C3 1.942 2.300 0.548
O2 2.233 2.069 1.702
O3 1.404 3.584 0.252
S1 -0.262 3.607 0.220
O4 -0.718 3.758 -1.168
O5 -0.670 4.869 0.916
C4 -1.081 2.210 1.162
F1 -2.437 2.547 1.295
F2 -0.601 2.048 2.496
C5 -1.040 0.780 0.447
F3 -2.308 0.157 0.619
F4 -0.819 0.813 -0.916
F5 -0.107 -0.069 1.081
H1 3.189 -1.708 1.500
C6 3.697 -7.445 0.332
C7 3.473 -6.145 -0.414
O6 2.888 -5.153 0.441
C8 3.586 -4.355 1.261
C9 5.032 -4.666 1.533
O7 3.033 -3.441 1.829
H2 4.397 -7.319 1.160
H3 4.090 -8.211 -0.339
H4 2.759 -7.802 0.763
H5 4.384 -5.768 -0.885
H6 2.756 -6.313 -1.220
H7 5.104 -5.265 2.441
H8 5.564 -3.724 1.679
H9 5.534 -5.178 0.715
C10 -1.900 4.681 4.256
C11 -3.352 4.249 4.258
O8 -3.594 3.252 5.260
C12 -3.860 3.523 6.552
C13 -3.630 4.919 7.068
O9 -4.206 2.639 7.295
H10 -1.618 5.140 5.206
H11 -1.712 5.399 3.456
H12 -1.243 3.820 4.116
H13 -4.041 5.090 4.368
H14 -3.588 3.781 3.300
H15 -2.634 4.979 7.507
H16 -4.375 5.127 7.838
H17 -3.745 5.694 6.313
C14 -1.425 2.492 -4.155
C15 -0.600 1.237 -3.964
O10 -1.130 0.150 -4.737
C16 -0.843 -0.068 -6.033
C17 -0.151 1.013 -6.820
O11 -1.203 -1.088 -6.567
H18 -1.409 2.830 -5.193
H19 -1.051 3.299 -3.524
H20 -2.471 2.302 -3.901
H21 0.460 1.393 -4.181
H22 -0.656 0.926 -2.920
H23 -0.900 1.617 -7.334
H24 0.497 0.538 -7.560
H25 0.489 1.656 -6.220
C18 7.404 -0.958 5.928
C19 6.686 -2.051 5.163
O12 6.119 -1.544 3.948
C20 6.792 -1.421 2.789
C21 8.291 -1.557 2.796
O13 6.201 -1.134 1.777
H26 8.242 -0.552 5.359
H27 7.784 -1.340 6.878
H28 6.725 -0.126 6.129
H29 7.324 -2.916 4.966
H30 5.848 -2.416 5.760
H31 8.739 -0.567 2.886
H32 8.600 -2.006 1.850
H33 8.673 -2.205 3.582
C22 -5.376 2.410 -7.077
C23 -5.163 3.859 -6.689
O14 -3.789 4.237 -6.841
C24 -3.236 4.653 -7.996
C25 -3.998 4.465 -9.281
O15 -2.117 5.101 -8.001
H34 -5.136 2.235 -8.127
H35 -6.413 2.114 -6.906
H36 -4.723 1.759 -6.491
H37 -5.820 4.541 -7.234
H38 -5.398 3.984 -5.630
H39 -3.689 3.528 -9.746
H40 -3.756 5.294 -9.948
H41 -5.079 4.475 -9.159
C26 -1.881 -3.681 2.126
C27 -2.513 -4.633 1.132
O16 -3.400 -5.550 1.786
C28 -4.687 -5.283 2.077
C29 -5.182 -3.865 1.973
O17 -5.407 -6.161 2.484
H42 -2.628 -3.061 2.625
H43 -1.167 -3.023 1.625
H44 -1.363 -4.240 2.908
H45 -3.019 -4.114 0.315
H46 -1.731 -5.241 0.672
H47 -5.109 -3.389 2.951
H48 -6.227 -3.888 1.661
H49 -4.654 -3.266 1.234

Summary:
DFT total energy   -3310.77820 a.u.
Gap between HOMO and LUMO   8.94 eV
Lowest unoccupied orbital energy   -1.03 eV

Results of the Löwdin charge analysis, in e, for atoms 1 through 99:
1 C 0.168
2 C -0.115
3 O 0.050
4 C -0.488
5 O 0.168
6 O -0.053
7 S 0.834
8 O -0.240
9 O -0.262
10 C -0.303
11 F 0.093
12 F 0.084
13 C -0.348
14 F 0.099
15 F 0.114
16 F 0.120
17 H 0.053
18 C -0.065
19 C -0.225
20 O 0.012
21 C -0.494
22 C 0.030
23 O 0.055
24 H 0.067
25 H 0.084
26 H 0.086
27 H 0.116
28 H 0.125
29 H 0.103
30 H 0.075
31 H 0.075
32 C -0.061
33 C -0.225
34 O 0.000
35 C -0.529
36 C 0.006
37 O 0.101
38 H 0.070
39 H 0.077
40 H 0.070
41 H 0.116
42 H 0.110
43 H 0.097
44 H 0.092
45 H 0.068
46 C -0.054
47 C -0.222
48 O 0.001
49 C -0.530
50 C 0.013
51 O 0.094
52 H 0.067
53 H 0.061
54 H 0.087
55 H 0.120
56 H 0.093
57 H 0.093
58 H 0.092
59 H 0.071
60 C -0.065
61 C -0.232
62 O 0.000
63 C -0.536
64 C 0.011
65 O 0.092
66 H 0.068
67 H 0.083
68 H 0.087
69 H 0.113
70 H 0.124
71 H 0.099
72 H 0.093
73 H 0.069
74 C -0.062
75 C -0.232
76 O -0.011
77 C -0.532
78 C 0.008
79 O 0.098
80 H 0.069
81 H 0.083
82 H 0.082
83 H 0.114
84 H 0.123
85 H 0.098
86 H 0.093
87 H 0.069
88 C -0.061
89 C -0.231
90 O -0.003
91 C -0.529
92 C 0.007
93 O 0.100
94 H 0.068
95 H 0.075
96 H 0.085
97 H 0.114
98 H 0.122
99 H 0.098


(2)
Entry from OMol25: an isolated molecule of C19H24ClN3O2 (ωB97M-V/def2-TZVPD).

Element x y z (Å)
C1 2.579 3.628 -1.687
C2 2.560 2.162 -1.267
C3 3.982 1.612 -1.130
O1 1.834 2.106 -0.048
C4 1.503 0.814 0.393
C5 0.438 0.950 1.478
C6 0.114 -0.380 2.172
N1 -0.435 -1.408 1.311
C7 0.338 -2.630 1.134
C8 1.469 -2.465 0.157
C9 2.797 -2.481 0.561
C10 3.785 -2.285 -0.393
N2 3.530 -2.075 -1.672
C11 2.265 -2.071 -2.060
C12 1.201 -2.262 -1.194
C13 -1.658 -1.355 0.690
O2 -2.005 -2.214 -0.096
N3 -2.440 -0.280 1.044
C14 -3.712 0.048 0.583
C15 -4.339 1.157 1.154
C16 -5.599 1.539 0.738
C17 -6.261 0.832 -0.251
C18 -5.630 -0.265 -0.814
Cl1 -6.436 -1.163 -2.050
C19 -4.367 -0.667 -0.415
H1 3.126 4.211 -0.952
H2 1.563 4.009 -1.743
H3 3.055 3.735 -2.657
H4 2.022 1.567 -2.026
H5 4.539 1.814 -2.040
H6 4.483 2.095 -0.294
H7 3.975 0.537 -0.969
H8 2.387 0.299 0.799
H9 1.115 0.217 -0.445
H10 -0.447 1.393 1.022
H11 0.810 1.648 2.229
H12 1.042 -0.779 2.588
H13 -0.562 -0.192 3.019
H14 -0.358 -3.382 0.750
H15 0.716 -2.954 2.108
H16 3.061 -2.647 1.595
H17 4.833 -2.287 -0.120
H18 2.103 -1.905 -3.117
H19 0.181 -2.257 -1.546
H20 -2.106 0.318 1.783
H21 -3.834 1.718 1.928
H22 -6.073 2.397 1.189
H23 -7.245 1.123 -0.579
H24 -3.895 -1.526 -0.861

Summary:
ΔE to the lowest compared entry with this formula, charge and spin   74.0 kJ/mol
DFT total energy   -1513.37806 a.u.
Gap between HOMO and LUMO   9.15 eV
Lowest unoccupied orbital energy   0.55 eV

For reference, the Löwdin charges in units of e are:
1 C -0.045
2 C -0.450
3 C -0.039
4 O -0.125
5 C -0.221
6 C -0.132
7 C -0.150
8 N -0.038
9 C -0.098
10 C -0.207
11 C -0.030
12 C -0.158
13 N 0.057
14 C -0.141
15 C -0.019
16 C -0.482
17 O 0.060
18 N 0.150
19 C -0.214
20 C -0.033
21 C -0.084
22 C -0.122
23 C -0.667
24 Cl 0.679
25 C -0.038
26 H 0.082
27 H 0.078
28 H 0.079
29 H 0.142
30 H 0.083
31 H 0.088
32 H 0.047
33 H 0.123
34 H 0.118
35 H 0.109
36 H 0.124
37 H 0.125
38 H 0.124
39 H 0.132
40 H 0.129
41 H 0.111
42 H 0.107
43 H 0.107
44 H 0.114
45 H 0.113
46 H 0.109
47 H 0.106
48 H 0.100
49 H 0.097


(3)
Entry from OMol25: an isolated molecule of C23H24N2O5S in a non-equilibrium geometry (ωB97M-V/def2-TZVPD).

Element x y z (Å)
C1 -5.965 -2.961 -1.590
O1 -6.032 -1.608 -1.210
C2 -4.978 -1.070 -0.535
C3 -3.816 -1.748 -0.194
C4 -2.825 -1.076 0.502
C5 -2.956 0.251 0.865
C6 -1.834 0.947 1.590
N1 -0.727 1.218 0.686
C7 -0.984 2.185 -0.350
C8 0.413 0.511 0.807
O2 0.611 -0.285 1.713
C9 1.467 0.731 -0.235
C10 1.273 0.313 -1.547
C11 2.316 0.392 -2.455
C12 3.554 0.868 -2.066
C13 3.756 1.273 -0.750
N2 5.040 1.670 -0.353
S1 6.183 0.414 -0.378
O3 7.259 0.860 0.454
O4 6.453 0.066 -1.738
C14 5.241 -0.880 0.420
C15 5.092 -0.832 1.792
C16 4.205 -1.702 2.404
C17 3.474 -2.594 1.636
C18 3.644 -2.641 0.261
C19 4.533 -1.775 -0.356
C20 2.707 1.208 0.160
C21 -4.126 0.938 0.505
O5 -4.196 2.252 0.870
C22 -5.371 2.969 0.576
C23 -5.126 0.272 -0.183
H1 -6.905 -3.172 -2.096
H2 -5.134 -3.145 -2.279
H3 -5.867 -3.618 -0.719
H4 -3.672 -2.784 -0.454
H5 -1.919 -1.598 0.774
H6 -2.189 1.888 2.015
H7 -1.439 0.306 2.381
H8 -1.509 3.037 0.087
H9 -0.051 2.527 -0.792
H10 -1.618 1.762 -1.135
H11 0.316 -0.086 -1.847
H12 2.165 0.069 -3.474
H13 4.384 0.907 -2.752
H14 5.067 2.114 0.555
H15 5.673 -0.119 2.357
H16 4.071 -1.673 3.474
H17 2.764 -3.252 2.112
H18 3.075 -3.340 -0.332
H19 4.686 -1.776 -1.423
H20 2.860 1.506 1.188
H21 -6.246 2.522 1.057
H22 -5.212 3.969 0.976
H23 -5.542 3.035 -0.503
H24 -6.043 0.757 -0.473

Summary:
ΔE to the lowest compared entry with this formula, charge and spin   192.4 kJ/mol
DFT total energy   -1774.73164 a.u.
Gap between HOMO and LUMO   9.01 eV
Lowest unoccupied orbital energy   0.57 eV

For reference, the Löwdin charges in units of e are:
1 C -0.089
2 O -0.081
3 C -0.271
4 C -0.022
5 C -0.015
6 C -0.141
7 C -0.085
8 N -0.075
9 C -0.025
10 C -0.433
11 O 0.060
12 C -0.150
13 C -0.034
14 C -0.054
15 C -0.031
16 C -0.320
17 N -0.047
18 S 0.669
19 O -0.287
20 O -0.276
21 C -0.289
22 C -0.064
23 C -0.060
24 C -0.065
25 C -0.055
26 C -0.061
27 C 0.043
28 C -0.225
29 O -0.095
30 C -0.079
31 C 0.061
32 H 0.093
33 H 0.095
34 H 0.096
35 H 0.101
36 H 0.122
37 H 0.128
38 H 0.128
39 H 0.095
40 H 0.092
41 H 0.100
42 H 0.119
43 H 0.108
44 H 0.112
45 H 0.113
46 H 0.115
47 H 0.109
48 H 0.109
49 H 0.109
50 H 0.114
51 H 0.133
52 H 0.098
53 H 0.095
54 H 0.097
55 H 0.116


(4)
Entry from OMol25: the ion C19H42N with charge +1 (ωB97M-V/def2-TZVPD).

Element x y z (Å)
C1 -8.738 -1.441 1.635
C2 -8.830 -0.686 0.314
C3 -7.476 -0.180 -0.185
C4 -6.523 -1.308 -0.579
C5 -5.277 -0.812 -1.313
C6 -4.341 0.009 -0.427
C7 -3.086 0.444 -1.179
C8 -2.151 1.275 -0.302
C9 -0.927 1.759 -1.075
C10 -0.041 2.715 -0.274
C11 0.665 2.086 0.928
C12 1.731 1.065 0.532
C13 2.488 0.553 1.756
C14 3.501 -0.549 1.438
C15 4.681 -0.036 0.604
C16 5.700 -1.156 0.424
N1 6.904 -0.832 -0.404
C17 7.651 0.298 0.177
C18 7.780 -2.020 -0.425
C19 6.517 -0.504 -1.787
H1 -9.732 -1.708 1.986
H2 -8.162 -2.356 1.522
H3 -8.261 -0.824 2.393
H4 -9.494 0.171 0.444
H5 -9.275 -1.335 -0.444
H6 -7.643 0.457 -1.057
H7 -7.021 0.434 0.594
H8 -7.057 -2.001 -1.234
H9 -6.216 -1.861 0.310
H10 -4.727 -1.676 -1.696
H11 -5.580 -0.209 -2.172
H12 -4.056 -0.585 0.445
H13 -4.862 0.898 -0.068
H14 -3.378 1.033 -2.052
H15 -2.554 -0.439 -1.542
H16 -1.842 0.672 0.554
H17 -2.696 2.141 0.081
H18 -1.269 2.285 -1.969
H19 -0.344 0.898 -1.412
H20 0.713 3.140 -0.941
H21 -0.661 3.539 0.084
H22 -0.068 1.611 1.580
H23 1.144 2.884 1.502
H24 2.421 1.540 -0.170
H25 1.261 0.221 0.026
H26 2.999 1.386 2.244
H27 1.765 0.153 2.467
H28 2.997 -1.355 0.902
H29 3.879 -0.957 2.377
H30 5.120 0.814 1.126
H31 4.300 0.302 -0.359
H32 6.055 -1.469 1.409
H33 5.204 -2.011 -0.041
H34 7.897 0.092 1.217
H35 7.061 1.210 0.128
H36 8.576 0.457 -0.376
H37 8.665 -1.825 -1.029
H38 8.098 -2.274 0.584
H39 7.252 -2.872 -0.849
H40 5.923 0.407 -1.811
H41 5.934 -1.316 -2.217
H42 7.406 -0.351 -2.397

Summary:
ΔE to the lowest compared entry with this formula, charge and spin   5.9 kJ/mol
DFT total energy   -803.67287 a.u.
Charge   +1
Gap between HOMO and LUMO   9.28 eV
Lowest unoccupied orbital energy   -2.63 eV

For reference, the Löwdin charges in units of e are:
1 C -0.114
2 C -0.272
3 C -0.233
4 C -0.223
5 C -0.224
6 C -0.225
7 C -0.225
8 C -0.222
9 C -0.220
10 C -0.213
11 C -0.214
12 C -0.219
13 C -0.208
14 C -0.200
15 C -0.181
16 C -0.135
17 N -0.393
18 C 0.008
19 C 0.002
20 C 0.009
21 H 0.068
22 H 0.063
23 H 0.073
24 H 0.103
25 H 0.105
26 H 0.113
27 H 0.105
28 H 0.114
29 H 0.106
30 H 0.110
31 H 0.113
32 H 0.119
33 H 0.109
34 H 0.117
35 H 0.116
36 H 0.108
37 H 0.120
38 H 0.114
39 H 0.103
40 H 0.107
41 H 0.112
42 H 0.108
43 H 0.115
44 H 0.109
45 H 0.113
46 H 0.118
47 H 0.121
48 H 0.121
49 H 0.118
50 H 0.121
51 H 0.107
52 H 0.144
53 H 0.146
54 H 0.123
55 H 0.111
56 H 0.119
57 H 0.117
58 H 0.119
59 H 0.119
60 H 0.110
61 H 0.123
62 H 0.119